Entry 1:
Molecular formula: C2H10O2S2
Method: DFT, ωB97M-V/def2-TZVPD

Calculated values
E_tot: -27993.733 eV
Energy above the lowest of the compared OMol25 structures with the same formula, charge and spin: 0.0 kcal per mole
Kohn-Sham gap (alpha / beta): 9.078 / 5.855 eV

Geometry as ORCA input:
```
! RIJCOSX wB97M-V def2-TZVPD def2/J DEFGRID3
* xyz 1 2
H -2.17649 3.20021 -1.18532
O -1.37264 3.59003 -1.55781
C -2.12383 -1.01691 -0.38984
H 1.26945 2.43916 1.28881
H 1.70891 1.79745 -0.27345
H 3.09403 -5.43551 1.80839
H -1.65603 4.48399 -1.80985
H 4.45913 -5.08153 1.24607
H -2.47092 -1.07565 0.64013
H 0.23099 2.73820 -0.17262
H -3.00961 -1.06920 -1.00837
O 3.91623 -5.83446 1.50712
S 0.01575 0.55906 0.80021
H -1.47993 -1.86946 -0.55003
S -1.28302 0.51276 -0.70514
C 0.87801 2.06188 0.36169
*
```

***

Entry 2:
Molecular formula: C2H10O4
Method: DFT, ωB97M-V/def2-TZVPD

Calculated values
E_tot: -10425.828 eV
SMILES: CC=O.O.O.O
Energy above the lowest of the compared OMol25 structures with the same formula, charge and spin: 8.4 kcal per mole
Kohn-Sham gap: 11.171 eV

Geometry as ORCA input:
```
! RIJCOSX wB97M-V def2-TZVPD def2/J DEFGRID3
* xyz 0 1
H 2.21371 -3.92639 -1.52967
H 1.33854 1.19184 0.30280
O -0.18778 1.14847 1.54990
H -1.12828 -1.90252 -0.72579
H -3.09817 0.69051 -0.43129
H 0.55892 3.64454 -0.02098
H 1.70118 3.61754 1.33820
H -0.35231 -0.75168 -1.16245
H -0.02129 3.67520 1.62568
C 0.65282 1.75861 0.94203
O 1.46913 -4.15603 -0.98120
H -1.65759 0.99760 0.01726
C 0.74369 3.25390 0.97733
O -2.17074 0.58079 -0.68216
O -0.26044 -1.71084 -1.12870
H 0.95117 -3.31239 -1.02839
*
```